[1]
{
  "formula": "C14H43NO7",
  "method": "ωB97M-V/def2-TZVPD",
  "e_tot_ha": -1140.58647,
  "gap_ev": 9.970,
  "homo_ev": -9.5,
  "smiles": "COC[C@H](C)N.CCO.CCO.CCO.CCO.CCO.O",
  "total_charge": 0,
  "species": ["C", "O", "C", "C", "C", "N", "H", "H", "H", "H", "H", "H", "H", "H", "H", "H", "H", "C", "C", "O", "H", "H", "H", "H", "H", "H", "C", "C", "O", "H", "H", "H", "H", "H", "H", "C", "C", "O", "H", "H", "H", "H", "H", "H", "C", "C", "O", "H", "H", "H", "H", "H", "H", "C", "C", "O", "H", "H", "H", "H", "H", "H", "O", "H", "H"],
  "xyz": [[-2.8860, -5.8930, -0.3883], [-1.6381, -5.6359, 0.1851], [-1.5150, -4.3359, 0.7039], [-1.1997, -3.2823, -0.3512], [0.2034, -3.4877, -0.9078], [-1.2613, -1.9880, 0.3133], [-3.0845, -5.2893, -1.2912], [-3.7158, -5.6471, 0.2907], [-2.9498, -6.9322, -0.6970], [-2.4412, -4.0488, 1.2302], [-0.7107, -4.3434, 1.4425], [-1.9325, -3.3687, -1.1623], [0.2517, -4.4469, -1.4225], [0.9533, -3.3693, -0.1283], [0.4061, -2.7355, -1.6797], [-2.1705, -1.7803, 0.7107], [-1.0237, -1.2141, -0.3000], [-3.4589, 3.5393, 0.1190], [-1.9838, 3.2219, -0.0073], [-1.6378, 2.0420, 0.7349], [-3.7525, 3.8287, 1.1326], [-4.0362, 2.6463, -0.1296], [-3.7681, 4.3480, -0.5433], [-1.3434, 4.0529, 0.3010], [-1.7594, 2.9969, -1.0498], [-2.0144, 2.1068, 1.6176], [2.5583, -1.1865, 3.6372], [1.1434, -1.5241, 3.2305], [1.0244, -1.3910, 1.8181], [3.2644, -1.8878, 3.1987], [2.6260, -1.1805, 4.7257], [2.7922, -0.1791, 3.2906], [0.4325, -0.8644, 3.7535], [0.8295, -2.5299, 3.5410], [0.1270, -1.6625, 1.5394], [1.6294, 3.2786, 1.7171], [1.4496, 4.7700, 1.8697], [1.3811, 5.0772, 3.2528], [1.6409, 2.9798, 0.6681], [0.8610, 2.7124, 2.2428], [2.5982, 2.9902, 2.1338], [0.5372, 5.0826, 1.3448], [2.2993, 5.2723, 1.3948], [1.5457, 6.0137, 3.3879], [-2.2304, 0.2458, -2.4722], [-1.1595, 0.3865, -3.5373], [-1.7375, 0.0639, -4.7956], [-2.5990, -0.7826, -2.4532], [-3.1010, 0.8561, -2.7357], [-1.8701, 0.5687, -1.4970], [-0.3543, -0.3133, -3.2911], [-0.7780, 1.4109, -3.4979], [-1.1106, 0.3249, -5.4758], [4.5232, 1.0794, -1.2820], [3.3865, 1.2674, -2.2819], [2.5338, 0.1461, -2.3066], [4.1250, 0.9360, -0.2751], [5.2036, 1.9341, -1.2488], [5.0961, 0.1948, -1.5609], [3.8134, 1.3941, -3.2794], [2.8308, 2.1861, -2.0580], [1.8789, 0.2502, -1.6035], [0.4578, 0.3964, -0.3343], [-0.0233, 0.9787, 0.2674], [0.8429, -0.2797, 0.2495]],
  "atomic_forces_ev_per_a": [[-0.76, 0.50, -0.61], [0.24, -0.21, 0.10], [-0.25, 0.22, 0.12], [0.25, -0.16, 0.11], [-0.44, 0.39, -0.71], [-0.11, 0.39, 0.37], [0.26, -0.07, 0.10], [0.15, -0.23, 0.18], [0.16, -0.12, 0.22], [0.03, -0.08, -0.01], [0.05, -0.08, -0.03], [0.01, 0.03, -0.05], [0.22, -0.13, 0.30], [0.05, -0.24, 0.05], [0.03, 0.03, 0.13], [-0.09, -0.16, -0.13], [0.02, -0.11, -0.11], [-0.26, -0.11, 0.18], [-0.09, -0.13, 0.04], [0.02, 0.08, -0.14], [0.20, 0.02, 0.02], [0.00, 0.06, -0.12], [0.11, -0.01, -0.06], [-0.08, 0.03, 0.04], [0.13, -0.07, 0.03], [0.02, 0.08, 0.04], [-0.35, 0.11, 0.06], [-0.47, 0.06, 0.02], [0.08, 0.02, 0.31], [0.09, -0.02, 0.09], [0.19, -0.15, -0.01], [0.07, -0.02, -0.05], [0.16, 0.18, -0.19], [0.37, -0.09, -0.09], [-0.13, -0.19, -0.19], [0.46, -0.20, 0.12], [-0.03, -0.15, -0.33], [-0.02, -0.03, 0.12], [-0.14, 0.06, -0.03], [-0.10, 0.08, -0.04], [-0.08, -0.03, 0.05], [0.02, 0.13, 0.12], [-0.06, 0.10, 0.04], [-0.04, 0.02, -0.07], [-0.53, 0.08, -0.47], [-0.22, -0.27, 0.74], [0.08, 0.24, -0.03], [0.15, -0.03, 0.23], [0.11, 0.09, 0.01], [0.06, -0.19, 0.01], [0.20, 0.20, -0.15], [0.16, -0.02, -0.25], [-0.02, -0.10, -0.07], [-0.08, 0.00, 0.02], [0.41, 0.23, 0.20], [-0.07, -0.08, -0.21], [0.00, -0.06, -0.01], [-0.07, 0.03, -0.12], [0.02, -0.02, 0.09], [-0.11, -0.09, -0.06], [-0.06, -0.03, 0.02], [-0.12, 0.08, 0.01], [0.30, -0.29, -0.10], [-0.18, 0.22, -0.02], [0.11, 0.22, 0.17]]
}

[2]
{
  "formula": "C14H45NO10Y",
  "method": "ωB97M-V/def2-TZVPD",
  "e_tot_ha": -1405.64381,
  "gap_ev": 3.787,
  "homo_ev": -9.8,
  "total_charge": 1,
  "species": ["Y", "C", "C", "O", "H", "H", "H", "H", "H", "O", "H", "O", "H", "H", "O", "H", "H", "O", "H", "H", "O", "H", "H", "O", "H", "H", "O", "H", "H", "C", "C", "C", "C", "C", "C", "N", "O", "C", "C", "C", "H", "H", "H", "H", "H", "H", "H", "H", "H", "H", "H", "H", "H", "H", "H", "H", "H", "H", "H", "C", "C", "C", "O", "H", "H", "H", "H", "H", "H", "H", "H"],
  "xyz": [[4.9311, 20.9851, -7.4845], [7.3344, 18.4909, -4.9121], [7.0729, 19.9647, -5.1403], [5.7077, 20.2031, -5.5222], [8.3968, 18.4101, -4.6384], [7.2309, 17.9093, -5.8243], [6.8503, 18.1080, -4.0120], [7.7312, 20.3059, -5.9533], [7.2983, 20.5323, -4.2343], [5.4066, 22.9954, -6.7554], [6.1194, 22.8909, -6.1057], [9.1460, 15.3994, -4.3393], [9.8239, 16.0677, -4.4793], [9.4857, 14.6171, -4.7869], [7.2241, 14.9829, -6.9926], [6.4755, 15.5110, -6.6931], [7.6542, 14.6960, -6.1801], [4.8506, 16.4547, -6.0644], [3.9416, 16.2607, -6.3302], [4.7599, 16.9159, -5.2165], [3.8880, 18.6848, -3.6594], [3.3291, 19.4623, -3.5498], [4.6792, 19.0082, -4.1262], [5.2726, 20.8925, -2.0857], [5.5023, 21.2886, -2.9349], [5.0419, 19.9784, -2.2902], [5.2611, 18.6542, -7.8691], [5.9852, 18.3942, -8.4582], [5.0844, 17.8484, -7.3045], [9.7792, 23.8630, -1.1944], [9.4761, 22.3993, -0.8718], [10.6675, 21.7376, -0.1818], [10.7151, 21.9801, 1.3232], [9.3781, 21.7048, 1.9686], [8.1872, 22.4141, 1.3238], [8.2579, 22.1500, -0.1098], [7.1321, 22.7533, -0.7496], [6.9219, 21.8192, 1.8740], [8.2704, 23.9057, 1.6811], [9.2882, 21.6769, -2.2082], [8.8558, 24.3528, -1.5102], [10.4726, 23.8888, -2.0378], [10.2101, 24.4320, -0.3736], [10.6943, 20.6637, -0.3901], [11.5251, 22.1801, -0.6982], [11.0679, 22.9972, 1.5217], [11.4693, 21.3485, 1.8007], [9.4035, 22.0350, 3.0133], [9.1819, 20.6296, 2.0295], [6.0882, 22.4055, 1.4580], [6.7284, 20.8176, 1.4907], [6.8014, 21.9455, 2.9472], [9.3069, 24.2349, 1.5648], [7.6777, 24.5531, 1.0382], [8.0576, 24.0709, 2.7382], [8.6007, 22.2550, -2.8379], [8.8266, 20.7006, -2.0291], [10.2177, 21.5308, -2.7598], [6.8380, 22.0363, -1.3245], [5.2251, 14.7399, -1.7839], [4.5238, 15.0700, -3.0732], [4.2645, 13.8434, -3.9112], [3.2855, 15.8192, -2.9714], [4.6629, 14.0574, -1.1454], [5.4602, 15.6274, -1.1943], [6.1654, 14.2594, -2.0651], [5.1808, 15.7964, -3.5841], [3.6447, 14.1193, -4.7657], [3.7065, 13.1021, -3.3398], [5.1943, 13.4174, -4.2834], [3.5174, 16.7346, -2.7801]],
  "atomic_forces_ev_per_a": [[1.71, 1.27, 4.60], [1.29, 0.50, 0.48], [-0.62, -0.19, -0.47], [-1.03, 0.87, -2.12], [-0.08, -0.03, -0.14], [-0.41, -0.28, 0.18], [-0.50, -0.22, -0.35], [0.15, 0.14, 0.21], [0.09, 0.08, -0.09], [-0.30, -2.95, -1.45], [-0.27, 0.42, 0.06], [-0.14, -0.05, -0.15], [0.03, -0.02, 0.01], [0.14, -0.03, 0.13], [0.04, 0.13, -0.15], [-0.05, -0.20, 0.17], [-0.01, 0.14, 0.02], [-0.27, 0.94, -0.68], [0.00, -0.37, 0.25], [-0.06, -0.20, 0.09], [0.41, -0.08, -0.17], [-0.06, -0.04, 0.05], [-0.25, 0.24, -0.14], [0.12, 0.10, -0.21], [-0.15, -0.04, -0.05], [0.05, -0.02, 0.16], [0.13, -0.06, -0.67], [-0.15, -0.31, 0.00], [0.17, 0.30, 0.31], [-0.24, 0.21, -0.14], [0.15, -0.16, -0.26], [0.23, 0.10, 0.10], [0.54, 0.12, -0.15], [-0.13, -0.07, 0.67], [0.82, 0.36, 0.25], [-0.38, -0.65, 0.16], [0.45, 0.11, -0.26], [-1.65, 0.75, -0.85], [0.80, 0.20, -0.05], [-0.62, -0.06, -0.34], [0.06, 0.06, 0.04], [0.07, 0.11, 0.07], [0.03, -0.09, 0.07], [-0.22, 0.01, 0.04], [0.24, -0.23, 0.26], [-0.25, 0.05, -0.01], [0.01, -0.07, -0.18], [0.03, -0.02, -0.04], [0.02, -0.01, -0.31], [0.09, -0.08, 0.08], [0.34, -0.24, 0.43], [0.42, -0.42, 0.14], [-0.09, 0.06, -0.04], [-0.33, -0.14, 0.12], [-0.36, -0.01, -0.08], [0.13, -0.05, -0.07], [0.13, -0.02, 0.03], [0.09, 0.14, 0.11], [-0.43, 0.00, 0.31], [0.03, -0.05, 0.41], [-0.20, 1.30, -0.40], [-0.30, 0.27, -0.30], [0.19, -0.63, 0.30], [-0.10, -0.03, -0.11], [-0.02, 0.04, -0.07], [0.04, -0.01, 0.21], [0.35, -0.61, -0.23], [0.06, -0.07, -0.05], [0.10, -0.06, 0.05], [0.01, -0.12, 0.10], [-0.10, -0.02, 0.09]]
}

[3]
{
  "formula": "C14H46Li2N16O18",
  "method": "ωB97M-V/def2-TZVPD",
  "e_tot_ha": -2806.74396,
  "gap_ev": 7.288,
  "homo_ev": -9.1,
  "total_charge": 0,
  "species": ["Li", "Li", "C", "C", "C", "O", "C", "C", "C", "O", "O", "O", "H", "H", "C", "O", "N", "N", "H", "H", "H", "H", "C", "O", "N", "N", "H", "H", "H", "H", "C", "O", "N", "N", "H", "H", "H", "H", "C", "O", "N", "N", "H", "H", "H", "H", "C", "O", "N", "N", "H", "H", "H", "H", "C", "O", "N", "N", "H", "H", "H", "H", "C", "O", "N", "N", "H", "H", "H", "H", "C", "O", "N", "N", "H", "H", "H", "H", "O", "H", "H", "O", "H", "H", "O", "H", "H", "O", "H", "H", "O", "H", "H", "O", "H", "H"],
  "xyz": [[-2.4172, 1.6707, -3.2340], [2.2334, -4.2857, 2.0056], [-1.3122, -1.0888, -1.1733], [-0.7837, 0.2676, -1.1698], [0.6281, 0.4306, -0.3030], [1.0888, 1.5131, -0.1275], [1.3242, -0.7039, 0.1479], [0.7767, -1.9396, -0.0593], [-0.6207, -2.1255, -0.8075], [-1.2082, -3.3071, -0.8208], [1.4255, -2.7960, 0.6940], [-1.3680, 1.2589, -1.5669], [-2.2980, -1.3321, -1.5410], [2.2945, -0.5862, 0.6073], [5.0539, -1.2723, -0.1796], [6.0576, -0.6641, -0.5012], [4.1886, -1.7129, -0.9858], [4.7508, -1.6577, 1.0289], [3.4361, -2.3341, -0.7252], [4.1936, -1.3512, -1.9288], [3.8549, -2.0990, 1.1794], [5.3411, -1.4161, 1.8120], [4.7297, 3.4499, 0.0858], [5.8058, 3.8598, 0.4110], [4.4512, 2.1850, -0.1833], [3.6529, 4.1207, 0.0603], [5.2049, 1.5265, -0.3189], [3.4972, 1.8590, -0.2452], [3.7613, 4.9809, 0.5784], [2.7359, 3.7001, 0.0117], [-1.7516, 3.2861, 1.5957], [-2.2493, 4.0441, 2.3931], [-0.5184, 3.1777, 1.3601], [-2.4331, 2.4326, 0.8911], [-0.1849, 2.3913, 0.8211], [0.1487, 3.6603, 1.9451], [-1.8456, 2.0193, 0.1811], [-3.4340, 2.3108, 0.8326], [-5.3084, -1.9610, -0.0252], [-6.2392, -2.4230, 0.5783], [-5.4354, -1.0099, -0.9434], [-4.0680, -2.2355, 0.2341], [-6.3735, -0.6889, -1.1359], [-4.7114, -0.3722, -1.2421], [-3.3364, -1.9525, -0.4021], [-3.8655, -2.9000, 0.9672], [-1.8404, -1.2234, 3.4674], [-2.9574, -1.1189, 3.9189], [-0.9812, -2.1577, 3.7337], [-1.3048, -0.4189, 2.6277], [-0.0454, -2.1481, 3.3539], [-1.2870, -2.6981, 4.5303], [-1.7992, 0.3967, 2.2953], [-0.4279, -0.6205, 2.1689], [-0.0312, 5.5195, -1.4508], [1.0247, 5.1108, -1.0662], [-1.1248, 4.7239, -1.5163], [-0.2950, 6.6733, -1.9300], [-0.9903, 3.8156, -1.0955], [-1.9087, 4.8966, -2.1293], [0.5348, 7.2386, -1.8205], [-1.1930, 7.0930, -2.1238], [2.4636, 1.8327, 3.5661], [2.6851, 0.6415, 3.5018], [1.8439, 2.3631, 2.5571], [2.6252, 2.7412, 4.4375], [1.6162, 1.7680, 1.7734], [1.7033, 3.3628, 2.5260], [2.6711, 3.6937, 4.1045], [3.1811, 2.4353, 5.2233], [-2.3719, -5.7530, 2.0744], [-2.4188, -6.4590, 3.0690], [-1.8282, -4.5919, 1.9224], [-2.8943, -6.0616, 0.9625], [-1.6624, -4.2526, 0.9857], [-1.3282, -4.2650, 2.7368], [-2.8483, -5.4007, 0.2002], [-3.3671, -6.9515, 0.8943], [-2.6314, -3.6053, -3.4312], [-2.1939, -3.3211, -2.6286], [-3.0778, -2.8216, -3.7516], [1.8528, 3.0115, -2.7853], [1.8166, 2.1838, -2.3058], [1.7958, 3.6845, -2.1070], [1.4635, -4.3749, -2.7759], [1.0721, -4.7750, -3.5524], [1.0678, -3.5046, -2.7290], [-1.1205, 3.0927, -3.9258], [-0.2847, 3.4988, -3.6959], [-1.1649, 3.1586, -4.8797], [-1.3421, 0.3683, -4.3505], [-1.6203, 0.1111, -5.2296], [-1.0908, -0.4532, -3.9284], [0.3908, -5.7220, -0.4552], [-0.2610, -5.0346, -0.5925], [1.0112, -5.6118, -1.1759]],
  "atomic_forces_ev_per_a": [[1.31, 0.07, 0.33], [-0.94, 0.61, -1.19], [-1.06, 5.57, -2.30], [0.89, -2.93, 2.28], [-0.85, -3.00, -1.85], [0.61, 4.01, -0.05], [-1.66, 0.84, -1.89], [1.25, -0.81, 2.87], [1.64, -6.99, 3.10], [1.99, 2.22, -0.15], [-1.12, -1.93, -1.18], [-0.58, 1.26, -0.94], [-0.08, 0.58, -0.44], [-0.23, 0.12, 0.30], [3.63, 1.23, 1.00], [0.63, 1.00, -0.04], [-4.44, -1.62, -5.83], [-0.12, -0.94, 4.62], [0.09, 0.27, -0.10], [0.08, -0.31, 0.13], [0.23, 0.43, 0.34], [-0.25, 0.03, -0.20], [1.78, -3.07, 0.51], [2.37, 1.14, 0.26], [0.55, -3.65, -0.98], [-4.58, 5.07, 0.62], [-0.10, -0.08, 0.10], [0.36, -0.01, -0.07], [-0.61, 0.21, -0.35], [0.23, 0.29, -0.04], [-3.80, 2.15, 2.89], [-0.71, 1.45, 1.24], [6.37, 0.16, -0.83], [-2.10, -3.49, -3.12], [0.47, 0.57, 0.16], [-0.79, -0.12, -0.37], [-1.11, -0.35, -0.25], [0.36, 0.45, 0.40], [-1.15, 0.24, 1.24], [-1.55, -0.80, 0.37], [-1.34, 2.54, -3.02], [3.75, -1.28, 0.73], [0.16, -0.17, 0.15], [0.01, -0.41, 0.42], [-0.20, -0.43, 0.67], [0.08, 0.11, -0.13], [-2.30, 0.48, 0.57], [-0.93, -0.14, 0.75], [1.68, -4.33, 2.31], [1.46, 4.68, -4.39], [-0.27, -0.06, 0.62], [0.75, -0.44, -0.09], [-0.12, -0.16, 0.10], [-0.14, 0.19, 0.19], [-3.02, -3.56, -0.15], [2.62, -0.27, 1.16], [-0.73, -1.75, 0.67], [1.36, 5.28, -1.38], [-0.32, -0.03, -0.26], [0.33, -0.04, 0.33], [-0.43, 0.83, -0.46], [0.33, -0.32, 0.33], [-1.13, -2.86, -3.36], [1.07, -1.79, 1.65], [-1.91, 1.50, -4.09], [2.37, 2.40, 5.73], [0.20, 0.48, -0.01], [0.10, -0.54, -0.36], [0.22, -0.23, 0.69], [0.06, 0.74, 0.19], [0.04, -1.77, 2.79], [0.36, -0.03, 1.04], [2.78, 4.20, 1.85], [-3.29, -3.00, -5.28], [0.50, 0.50, 0.46], [-0.03, 0.56, -0.58], [-0.45, -0.72, -0.14], [0.04, 0.35, -0.35], [0.02, 0.01, -0.58], [0.33, -0.18, 0.86], [-0.29, 0.06, -0.12], [-0.22, -0.25, -0.86], [-0.03, -0.17, 0.18], [-0.05, 0.59, 0.52], [0.39, -0.03, 0.04], [-0.14, -0.17, -0.25], [-0.20, 0.18, 0.11], [-1.17, -0.08, -0.39], [0.74, -0.09, 0.65], [0.12, 0.04, -0.33], [-0.61, 0.23, 0.00], [0.02, -0.13, -0.41], [0.20, -0.41, 0.38], [0.37, -0.82, 0.74], [-0.19, 0.62, -0.13], [0.07, 0.24, -0.33]]
}